# 1
Density functional theory data (ωB97M-V/def2-TZVPD) for one molecule with the formula C4H7NO.

Geometry as ORCA input:
```
! wB97M-V def2-TZVPD RIJCOSX def2/J DEFGRID3
* xyz 0 1
C -1.83 0.91 -0.65
C -0.61 0.19 -0.20
N -0.53 -1.04 0.11
C 0.88 -1.29 0.42
C 1.53 0.10 0.44
O 0.52 0.95 -0.14
H -1.99 1.81 -0.05
H -2.69 0.25 -0.56
H -1.72 1.22 -1.69
H 0.97 -1.82 1.37
H 1.30 -1.94 -0.36
H 2.44 0.19 -0.15
H 1.73 0.46 1.46
*
```

E_LUMO = 1.04 eV
HOMO energy = -0.3453 Ha
Kohn-Sham gap = 10.44 eV
electronic energy = -286.6017 Ha
SMILES = CC1=NCCO1
energy above the lowest of the compared OMol25 structures with the same formula, charge and spin = 78.6 kJ/mol
F_max = 0.008 hartree/bohr

Okay, here come the natural (NBO) numbers, in e, for every atom: C -0.669; C 0.548; N -0.481; C -0.276; C -0.096; O -0.501; H 0.232; H 0.240; H 0.234; H 0.204; H 0.195; H 0.192; H 0.179

# 2
Density functional theory data (ωB97M-V/def2-TZVPD) for one molecule with the formula C2H5OP.

Geometry as ORCA input:
```
! wB97M-V def2-TZVPD RIJCOSX def2/J DEFGRID3
* xyz 0 1
C -0.97 0.76 0.81
C 0.24 0.02 -0.11
O 0.72 0.90 -0.78
P 0.65 -1.77 -0.76
H -1.02 1.72 0.43
H -0.59 0.70 1.83
H -1.95 0.36 0.56
H 1.84 -1.57 -0.12
H 1.08 -1.10 -1.87
*
```

E_LUMO = 0.74 eV
HOMO energy = -0.3265 Ha
Kohn-Sham gap = 9.62 eV
electronic energy = -495.7158 Ha
SMILES = CC(=O)P
energy above the lowest of the compared OMol25 structures with the same formula, charge and spin = 170.0 kJ/mol
F_max = 0.082 hartree/bohr

Okay, here come the natural (NBO) numbers, in e, for every atom: C -0.670; C 0.359; O -0.558; P 0.212; H 0.221; H 0.220; H 0.217; H -0.007; H 0.005

# 3
Density functional theory data (ωB97M-V/def2-TZVPD) for C14H25AlF9NO8P as an isolated structure.

Geometry as ORCA input:
```
! wB97M-V def2-TZVPD RIJCOSX def2/J DEFGRID3
* xyz -1 1
C 1.49 1.41 0.80
P 2.43 1.50 -0.79
O 3.96 0.99 -0.22
Al 1.49 -0.43 -1.84
O 2.29 -0.62 -3.40
C 1.68 -2.14 -0.74
O 2.90 -2.13 0.08
C 2.87 -2.79 1.20
F 2.00 -2.28 2.12
F 2.50 -4.09 1.07
F 4.08 -2.78 1.77
C -0.46 0.02 -2.09
C -1.51 -0.62 -1.17
O -2.29 -1.62 -1.85
C -2.43 0.43 -0.53
N -3.58 -0.10 0.19
H 1.78 2.21 1.50
H 0.44 1.56 0.54
H 1.58 0.45 1.32
H 4.02 1.07 0.74
H 2.47 -1.54 -3.62
H 0.82 -2.26 -0.07
H 1.72 -3.05 -1.34
H -0.57 1.11 -2.06
H -0.70 -0.27 -3.13
H -1.04 -1.18 -0.36
H -2.58 -1.22 -2.68
H -1.84 1.04 0.15
H -2.79 1.09 -1.33
H -3.33 -0.89 0.76
H -4.29 -0.42 -0.46
C 3.63 8.10 2.95
C 4.11 6.96 3.83
O 4.09 5.71 3.11
C 5.11 5.50 2.29
O 6.05 6.21 2.11
C 4.93 4.13 1.57
F 3.71 4.02 1.07
F 5.11 3.14 2.47
F 5.82 3.99 0.61
H 2.64 7.89 2.56
H 3.59 9.02 3.54
H 4.31 8.26 2.12
H 3.43 6.79 4.66
H 5.11 7.13 4.21
C -5.52 -6.91 -0.86
C -4.60 -6.15 -1.79
O -5.24 -4.94 -2.28
C -5.23 -3.91 -1.44
O -4.79 -3.89 -0.33
C -5.88 -2.68 -2.11
F -7.11 -2.96 -2.55
F -5.14 -2.28 -3.16
F -5.95 -1.68 -1.24
H -6.46 -7.15 -1.36
H -5.04 -7.85 -0.57
H -5.72 -6.34 0.04
H -4.39 -6.71 -2.70
H -3.67 -5.88 -1.31
*
```

E_LUMO = 2.33 eV
HOMO energy = -0.1268 Ha
Kohn-Sham gap = 5.78 eV
electronic energy = -2687.9041 Ha
F_max = 0.008 hartree/bohr

Okay, here come the natural (NBO) numbers, in e, for every atom: C -0.970; P 0.409; O -1.004; Al 1.537; O -1.196; C -0.623; O -0.526; C 1.167; F -0.357; F -0.355; F -0.330; C -1.029; C 0.085; O -0.746; C -0.235; N -0.842; H 0.203; H 0.221; H 0.209; H 0.468; H 0.460; H 0.179; H 0.176; H 0.209; H 0.216; H 0.153; H 0.454; H 0.186; H 0.174; H 0.353; H 0.356; C -0.639; C -0.076; O -0.478; C 0.698; O -0.556; C 0.902; F -0.293; F -0.319; F -0.292; H 0.219; H 0.215; H 0.227; H 0.194; H 0.196; C -0.639; C -0.078; O -0.484; C 0.698; O -0.531; C 0.901; F -0.316; F -0.308; F -0.302; H 0.210; H 0.219; H 0.228; H 0.194; H 0.208

# 4
Density functional theory data (ωB97M-V/def2-TZVPD) for one molecule with the formula C15H25N5O.

Geometry as ORCA input:
```
! wB97M-V def2-TZVPD RIJCOSX def2/J DEFGRID3
* xyz 0 1
C -3.62 -0.58 -0.73
C -2.88 -0.25 0.56
N -2.80 -1.40 1.43
C -3.64 -1.65 2.48
C -3.25 -2.84 3.01
N -2.19 -3.33 2.30
C -1.94 -2.45 1.36
C -0.83 -2.57 0.36
N 0.49 -2.80 0.94
C 0.62 -4.12 1.53
C 0.86 -1.76 1.89
C 1.13 -0.47 1.22
N 0.33 0.28 0.51
C 1.11 1.35 0.17
C 0.58 2.47 -0.64
C 1.67 3.43 -1.13
C 2.66 2.81 -2.12
C 1.98 2.42 -3.43
C 3.79 3.80 -2.39
N 2.32 1.25 0.64
O 2.34 0.08 1.33
H -4.63 -0.94 -0.51
H -3.69 0.30 -1.36
H -3.09 -1.36 -1.28
H -1.87 0.11 0.35
H -3.42 0.54 1.10
H -4.43 -0.98 2.75
H -3.65 -3.38 3.84
H -1.03 -3.42 -0.30
H -0.77 -1.66 -0.23
H 0.42 -4.86 0.75
H 1.64 -4.26 1.88
H -0.08 -4.29 2.36
H 1.78 -2.06 2.39
H 0.08 -1.60 2.66
H 0.01 2.06 -1.47
H -0.13 3.02 -0.01
H 1.19 4.29 -1.59
H 2.23 3.78 -0.26
H 3.09 1.91 -1.67
H 1.48 3.29 -3.87
H 1.24 1.64 -3.29
H 2.72 2.06 -4.14
H 3.40 4.71 -2.83
H 4.51 3.37 -3.08
H 4.30 4.06 -1.47
*
```

E_LUMO = 0.72 eV
HOMO energy = -0.3123 Ha
Kohn-Sham gap = 9.21 eV
electronic energy = -935.5664 Ha
SMILES = CCn1ccnc1CN(C)Cc1nc(CCC(C)C)no1
energy above the lowest of the compared OMol25 structures with the same formula, charge and spin = 9.5 kJ/mol
F_max = 0.023 hartree/bohr

Okay, here come the natural (NBO) numbers, in e, for every atom: C -0.611; C -0.233; N -0.336; C -0.110; C -0.091; N -0.486; C 0.317; C -0.278; N -0.416; C -0.422; C -0.284; C 0.545; N -0.537; C 0.323; C -0.437; C -0.391; C -0.225; C -0.608; C -0.597; N -0.167; O -0.270; H 0.211; H 0.213; H 0.208; H 0.251; H 0.202; H 0.213; H 0.206; H 0.221; H 0.229; H 0.200; H 0.191; H 0.213; H 0.231; H 0.207; H 0.225; H 0.232; H 0.203; H 0.217; H 0.212; H 0.198; H 0.202; H 0.212; H 0.197; H 0.207; H 0.210